Formula: C26H72ClF6N7O15S2
Source: OMol25
Level of theory: wB97M-V/def2-TZVPD

Geometry as XYZ:
```
129
Properties=species:S:1:pos:R:3
C 16.854 14.735 24.405
C 17.928 15.363 23.549
C 17.621 15.329 22.062
O 18.800 15.823 21.394
C 18.991 15.209 20.081
N 18.325 16.788 23.787
H 17.599 17.430 23.689
H 18.852 16.964 24.647
H 18.839 17.028 22.920
H 16.454 13.820 23.971
H 16.034 15.430 24.605
H 17.148 14.476 25.459
H 18.875 14.847 23.642
H 16.715 15.916 21.844
H 17.315 14.364 21.744
H 19.431 15.946 19.396
H 18.020 14.888 19.736
H 19.690 14.367 20.142
C 7.203 17.356 20.046
C 7.777 18.510 19.273
C 9.078 18.107 18.466
O 8.674 17.312 17.361
C 9.862 16.904 16.653
N 6.836 18.810 18.195
H 6.785 18.082 17.445
H 5.861 18.891 18.492
H 7.084 19.733 17.799
H 6.244 17.638 20.522
H 7.860 17.030 20.859
H 6.986 16.536 19.344
H 7.989 19.419 19.826
H 9.682 17.457 19.030
H 9.638 19.000 18.202
H 10.452 16.271 17.302
H 10.491 17.791 16.386
H 9.638 16.345 15.755
C 12.811 12.280 17.910
C 14.169 12.540 17.157
C 13.908 13.366 15.863
O 13.015 12.699 14.990
C 13.737 11.889 14.078
N 15.161 13.386 17.941
H 15.726 12.789 18.567
H 15.819 13.874 17.254
H 14.685 14.178 18.450
H 12.103 13.097 17.762
H 12.886 12.165 18.962
H 12.358 11.389 17.508
H 14.634 11.577 16.920
H 14.878 13.489 15.419
H 13.515 14.406 16.033
H 14.515 12.517 13.595
H 13.138 11.578 13.209
H 14.239 11.050 14.587
C 18.162 17.670 14.253
C 16.685 17.437 14.234
C 16.271 16.714 12.857
O 15.303 15.651 13.005
C 13.968 16.164 13.243
N 16.449 16.614 15.458
H 16.369 17.200 16.292
H 15.658 16.034 15.330
H 17.195 15.893 15.585
H 18.436 18.487 14.917
H 18.561 17.873 13.235
H 18.731 16.797 14.587
H 16.088 18.279 14.429
H 17.096 16.154 12.456
H 15.943 17.553 12.203
H 13.474 16.371 12.257
H 13.929 17.042 13.946
H 13.491 15.343 13.779
C 19.168 8.561 19.583
C 17.839 9.016 20.157
C 16.781 9.300 19.088
O 16.523 8.018 18.504
C 15.317 7.944 17.732
N 17.196 7.950 21.004
H 17.810 7.543 21.686
H 16.398 8.421 21.476
H 16.832 7.237 20.362
H 19.926 8.503 20.393
H 19.480 9.310 18.830
H 19.074 7.611 19.031
H 17.879 9.907 20.779
H 17.215 10.006 18.366
H 15.827 9.755 19.424
H 14.394 8.315 18.252
H 15.130 6.887 17.572
H 15.486 8.490 16.794
C 6.838 12.859 11.872
C 8.371 12.774 12.043
C 8.861 12.333 13.371
O 8.395 11.030 13.528
C 8.842 10.400 14.693
N 8.914 11.884 10.929
H 9.919 11.863 10.935
H 8.537 10.911 10.945
H 8.633 12.213 10.016
H 6.640 13.265 10.918
H 6.517 13.467 12.675
H 6.374 11.896 11.939
H 8.842 13.725 11.853
H 8.430 12.950 14.122
H 9.955 12.519 13.481
H 9.811 9.886 14.470
H 8.180 9.549 14.881
H 8.768 11.026 15.593
C 13.523 12.617 10.043
F 14.476 13.291 10.785
F 13.943 12.693 8.767
F 13.494 11.331 10.387
S 11.753 13.213 10.209
O 10.977 12.378 9.291
O 11.409 12.854 11.613
O 11.821 14.628 9.948
C 18.175 13.208 14.286
F 17.065 13.313 13.583
F 18.792 12.091 14.061
F 19.005 14.256 14.157
S 17.808 13.243 16.159
O 19.071 13.294 16.853
O 17.043 14.465 16.381
O 16.930 12.156 16.415
Cl 13.769 17.190 16.455
N 15.405 12.090 20.844
O 14.543 11.326 20.537
O 16.573 11.979 20.342
O 15.329 12.948 21.699
```

Calculated values
Charge: +2
Frontier orbital gap, eV: 7.325
Highest occupied orbital energy, eV: -11.4

Formula: C16H30NO8P2S
Source: OMol25
Level of theory: wB97M-V/def2-TZVPD

Geometry as XYZ:
```
58
Properties=species:S:1:pos:R:3
N -0.905 -0.248 0.882
P 0.469 -0.104 -0.025
P 2.103 0.389 1.374
S 1.583 2.060 2.183
H -1.297 0.647 1.155
H -0.826 -0.846 1.699
H 0.563 -1.267 -0.769
H 0.271 1.037 -0.780
H 3.305 0.395 0.665
H 2.186 -0.713 2.240
O 1.206 6.900 -2.664
C 1.568 6.429 -1.631
O 0.910 5.394 -1.040
C 1.500 5.081 0.230
C 2.925 5.623 0.156
C 2.749 6.831 -0.763
H 0.919 5.569 1.017
H 1.454 4.006 0.373
H 3.342 5.855 1.133
H 3.576 4.890 -0.324
H 2.475 7.734 -0.215
H 3.613 7.043 -1.385
O 0.621 -2.434 3.559
C -0.460 -2.928 3.394
O -1.031 -2.964 2.164
C -2.372 -3.518 2.253
C -2.376 -4.326 3.543
C -1.393 -3.541 4.412
H -3.085 -2.693 2.285
H -2.562 -4.117 1.367
H -3.372 -4.425 3.966
H -1.984 -5.325 3.357
H -1.875 -2.728 4.960
H -0.831 -4.153 5.112
O -5.845 -3.375 1.727
C -5.643 -2.913 0.644
O -5.036 -3.620 -0.340
C -4.813 -2.789 -1.493
C -5.825 -1.653 -1.370
C -5.947 -1.510 0.147
H -3.781 -2.428 -1.460
H -4.944 -3.399 -2.381
H -5.511 -0.748 -1.884
H -6.781 -1.966 -1.788
H -5.196 -0.834 0.561
H -6.932 -1.199 0.481
O 2.212 0.020 -1.702
C 3.201 -0.170 -2.388
O 3.090 -0.657 -3.606
C 4.407 -0.875 -4.190
C 5.327 0.048 -3.401
C 4.648 0.072 -2.028
H 4.648 -1.930 -4.062
H 4.344 -0.650 -5.249
H 6.358 -0.295 -3.383
H 5.308 1.048 -3.835
H 4.980 -0.745 -1.384
H 4.761 1.015 -1.499
```

Calculated values
Charge: +1
Frontier orbital gap, eV: 9.175
Highest occupied orbital energy, eV: -12.0

Formula: C20H49F4N3O15PS5
Source: OMol25
Level of theory: wB97M-V/def2-TZVPD

Geometry as XYZ:
```
97
Properties=species:S:1:pos:R:3
C 2.937 -3.406 -0.446
C 2.224 -3.536 -1.947
F 3.363 -3.872 -2.880
C 1.177 -4.795 -2.018
O 1.264 -5.454 -3.364
C 0.585 -6.736 -3.156
C -0.989 -6.651 -2.708
C -1.855 -6.542 -4.139
N -1.334 -5.564 -1.718
S -1.489 -6.051 -0.053
O -1.839 -7.578 0.150
O -0.159 -5.880 0.783
C -2.951 -5.180 0.825
F -2.519 -4.115 1.755
F -3.676 -6.191 1.686
F -4.002 -4.730 -0.162
C -0.428 -4.331 -1.928
N -0.683 -3.666 -3.300
P -0.695 -2.924 -0.669
N -2.223 -2.378 -0.802
H 3.797 -2.596 -0.452
H 3.468 -4.433 -0.165
H 2.180 -3.118 0.400
H 1.770 -2.530 -2.335
H 1.456 -5.629 -1.247
H 1.233 -7.437 -2.444
H 0.596 -7.294 -4.212
H -1.259 -7.755 -2.340
H -1.461 -5.689 -4.837
H -1.765 -7.578 -4.725
H -2.976 -6.419 -3.806
H -2.297 -5.213 -2.008
H -0.169 -2.759 -3.355
H -1.709 -3.543 -3.451
H 0.164 -1.816 -1.045
H -0.351 -3.292 0.679
H -2.777 -2.925 -1.497
O -2.085 3.148 -2.088
S -1.146 3.328 -1.002
O 0.138 2.659 -0.977
O -1.910 3.049 0.412
C -2.544 1.791 0.603
C -1.531 0.684 0.833
C -0.863 5.066 -0.777
H -3.201 1.558 -0.243
H -3.180 1.882 1.490
H -0.918 0.517 -0.056
H -2.033 -0.259 1.075
H -0.852 0.946 1.650
H -1.822 5.585 -0.755
H -0.265 5.417 -1.621
H -0.313 5.217 0.154
O 3.676 4.007 -4.807
S 2.287 3.706 -5.075
O 1.884 2.835 -6.159
O 1.453 5.103 -5.188
C 1.871 6.066 -6.146
C 1.515 5.640 -7.559
C 1.537 3.105 -3.582
H 2.944 6.264 -6.050
H 1.349 7.000 -5.913
H 2.068 4.745 -7.854
H 1.755 6.432 -8.276
H 0.450 5.402 -7.633
H 1.798 3.769 -2.758
H 1.928 2.102 -3.394
H 0.456 3.059 -3.723
O -0.885 6.732 2.547
S 0.054 6.912 3.632
O 1.338 6.244 3.657
O -0.710 6.633 5.046
C -1.344 5.375 5.237
C -0.331 4.268 5.467
C 0.337 8.650 3.857
H -2.001 5.142 4.392
H -1.980 5.466 6.124
H 0.282 4.101 4.578
H -0.833 3.326 5.709
H 0.348 4.530 6.284
H -0.622 9.169 3.879
H 0.935 9.002 3.013
H 0.887 8.802 4.788
O 0.315 -1.196 3.209
S 1.254 -1.016 4.294
O 2.538 -1.684 4.319
O 0.490 -1.295 5.708
C -0.144 -2.553 5.899
C 0.869 -3.660 6.130
C 1.537 0.722 4.520
H -0.801 -2.786 5.054
H -0.780 -2.462 6.786
H 1.482 -3.827 5.240
H 0.367 -4.602 6.371
H 1.548 -3.398 6.947
H 0.578 1.241 4.541
H 2.135 1.074 3.675
H 2.087 0.874 5.450
```

Calculated values
Charge: +1
Frontier orbital gap, eV: 6.463
Highest occupied orbital energy, eV: -12.0

Among the records above, which one has the highest charge? C26H72ClF6N7O15S2

Which of these has the highest highest occupied orbital energy? C26H72ClF6N7O15S2